Entry 1:
ORCA calculation (ωB97M-V/def2-TZVPD) on an isolated ion of composition C5H13N2O and charge +1.

Structure (XYZ):
```
21
C5H13N2O (ωB97M-V/def2-TZVPD)
C 0.38 0.23 -2.45
O 1.41 0.98 -1.77
C -0.34 -0.67 -1.46
C -1.26 0.04 -0.43
C -0.52 0.19 0.84
C -0.61 -0.73 1.83
N 0.14 -0.86 2.98
N 0.51 1.20 0.96
H -0.19 0.94 -3.06
H 0.97 -0.46 -3.09
H 2.30 0.60 -1.73
H 0.32 -1.30 -0.87
H -0.86 -1.46 -2.06
H -1.64 0.91 -0.93
H -2.19 -0.55 -0.31
H -1.55 -1.31 1.85
H 1.03 -0.46 3.18
H -0.21 -1.55 3.64
H 1.22 0.81 1.64
H 0.99 1.28 0.05
H 0.11 2.16 1.20
```

The total charge is +1. The calculation puts the LUMO energy at -3.34 eV. Its structure (SMILES) is N/C=C(\[NH3+])CCCO.

Entry 2:
ORCA calculation (ωB97M-V/def2-TZVPD) on a 2-piece molecular cluster, C5H13N2S overall.

Structure (XYZ):
```
21
C5H13N2S (ωB97M-V/def2-TZVPD)
C -2.18 0.27 0.04
N -1.14 -0.36 -0.81
C 0.13 0.26 -0.72
C 1.26 -0.54 -0.17
S 2.57 0.61 0.30
C 0.47 0.96 -2.02
C -2.02 -0.26 1.47
N -1.98 -1.68 1.39
H -2.12 1.36 -0.03
H -3.16 -0.04 -0.31
H -1.09 -1.28 -0.29
H 0.14 1.12 0.10
H 0.89 -1.06 0.71
H 1.58 -1.28 -0.91
H 0.72 0.21 -2.77
H 1.34 1.62 -1.89
H -0.37 1.56 -2.39
H -2.84 0.19 2.08
H 0.61 1.74 0.60
H -1.53 -2.03 2.22
H -1.10 0.21 1.91
```

The total charge is -1. The calculation puts the LUMO energy at 2.52 eV.

Entry 3:
ORCA calculation (ωB97M-V/def2-TZVPD) on an isolated ion of composition C5H13N2S and charge -1.

Structure (XYZ):
```
21
C5H13N2S (ωB97M-V/def2-TZVPD)
C 1.15 1.71 1.24
N 0.21 0.60 0.99
C 0.47 -0.09 -0.27
C -0.08 0.77 -1.46
S -1.65 1.62 -1.15
C -0.22 -1.45 -0.33
N 0.41 -2.62 0.34
C 1.07 -2.30 1.61
H 0.56 2.58 1.53
H 1.80 1.91 0.40
H 1.76 1.47 2.12
H -0.73 1.00 0.91
H 1.56 -0.11 -0.41
H -0.09 0.11 -2.34
H 0.67 1.53 -1.72
H -0.33 -1.68 -1.39
H -1.28 -1.38 -0.04
H 1.12 -2.89 -0.32
H 0.67 -3.01 2.34
H 0.79 -1.32 1.97
H 2.17 -2.35 1.61
```

The total charge is -1. The calculation puts the LUMO energy at 3.79 eV. Its structure (SMILES) is CNC[C@@H](C[S-])NC.

What did we get for max |F|? Answer: 0.0552; 0.0580; 0.0338 hartree/bohr, in the order shown.
What did we get for relative energy (zero: lowest compared OMol25 entry of this formula, charge and spin)? Answer: 204.2; 503.0; 96.0 kJ/mol, in the order shown.
What did we get for orbital gap? Answer: 9.18; 4.76; 6.35 eV, in the order shown.